[1]
{"formula": "C38H42Br2N5O3PtS", "method": "ωB97M-V with the def2-TZVPD basis set", "elements": ["H", "C", "C", "H", "H", "H", "C", "C", "Br", "Br", "H", "C", "C", "C", "C", "N", "H", "H", "H", "H", "H", "C", "C", "H", "C", "H", "C", "O", "H", "C", "H", "C", "H", "C", "N", "H", "C", "C", "H", "H", "H", "H", "H", "H", "C", "H", "C", "C", "O", "H", "C", "H", "N", "H", "H", "C", "H", "C", "H", "H", "H", "C", "C", "H", "C", "C", "H", "N", "S", "H", "C", "O", "C", "C", "H", "H", "C", "C", "H", "C", "C", "H", "H", "N", "C", "C", "Pt", "H", "C", "C", "H", "H"], "positions_angstrom": [[-1.568, -5.143, 1.008], [3.334, 2.986, 4.936], [-0.416, -2.930, -2.803], [-3.082, -3.646, 4.085], [3.349, 2.420, 5.857], [6.252, -0.341, 6.841], [3.472, -2.057, 5.905], [-4.796, -2.505, 4.712], [4.193, -1.588, -5.133], [-2.499, -5.722, -5.000], [-1.146, -4.649, 4.006], [1.928, -0.307, -1.954], [3.278, 5.089, 3.793], [-2.468, -2.172, 1.887], [3.661, 0.012, 4.684], [-1.640, -3.192, 1.691], [-5.180, 2.477, 0.578], [-3.917, 1.224, 0.795], [-4.140, -1.406, 2.582], [-2.872, -4.829, 2.125], [-5.311, 0.800, -1.092], [5.332, -0.566, 6.319], [2.847, -1.382, -3.861], [-1.103, -6.219, 3.196], [-0.938, -5.150, 3.060], [3.119, 5.027, 1.649], [-0.988, 1.106, -1.045], [2.661, 0.378, 2.574], [3.844, 0.183, -2.769], [4.838, 0.322, 5.381], [5.384, 1.227, 5.150], [-0.926, 3.502, -2.549], [0.119, -5.006, 2.819], [-0.146, 2.335, 3.100], [-1.032, -2.912, -1.608], [-5.092, -3.213, 5.484], [3.182, 0.898, 3.650], [-0.830, -3.755, -3.835], [-0.340, -3.741, -4.798], [2.046, -1.417, 4.449], [1.654, -2.985, -4.622], [-0.886, 4.385, -3.173], [-2.591, -3.642, -0.481], [-3.500, 2.792, 0.070], [-4.274, 2.036, 0.169], [3.420, 4.876, 5.925], [-2.095, -3.705, -1.443], [1.726, -2.196, -3.888], [-0.198, 2.196, 1.948], [-5.711, -2.084, 4.289], [3.134, 3.071, 2.505], [-4.480, 3.418, -2.090], [0.812, -1.045, -2.010], [5.032, -2.432, 7.330], [2.740, -0.590, 2.607], [3.354, 4.364, 4.976], [3.304, 6.171, 3.828], [2.986, -1.194, 4.946], [-3.741, 0.537, -2.852], [-0.785, -2.938, 1.218], [1.983, 0.418, -1.163], [3.232, 2.322, 3.697], [-3.981, -3.217, 3.649], [-4.567, -4.019, 3.201], [-2.109, 1.507, -1.802], [-2.569, -4.563, -2.412], [-4.221, -1.707, 5.183], [-4.582, 1.504, -1.192], [-2.068, -0.593, 1.250], [3.070, 2.561, 1.555], [0.079, 2.003, -0.970], [-0.077, 2.474, 4.245], [-3.406, 0.749, -1.837], [0.113, 3.189, -1.686], [0.904, 1.785, -0.303], [2.938, -2.970, 6.138], [-1.917, -4.592, -3.634], [-2.020, 2.661, -2.595], [-3.320, -0.184, -1.284], [0.737, -2.014, -2.938], [4.648, -1.746, 6.585], [0.963, 3.853, -1.591], [-3.427, -5.192, -2.219], [-3.582, -2.246, 2.608], [-1.822, -4.633, 1.938], [-5.175, 2.588, -2.042], [-0.753, -0.848, -0.613], [-5.378, 2.197, -3.036], [2.965, -0.440, -2.851], [3.166, 4.445, 2.559], [-2.823, 2.890, -3.286], [-6.100, 2.915, -1.575]], "mulliken_charge": [0.401, -0.441, 0.463, 0.153, 0.617, 0.439, -0.812, -1.496, -0.068, -0.065, 0.297, 0.113, -0.427, 0.640, 0.385, 0.013, 0.401, 0.027, 0.271, 0.482, 0.331, -0.842, -0.295, 0.400, -1.299, 0.473, 0.229, -0.174, 0.493, -0.314, 0.556, -1.111, 0.358, 0.849, -0.097, 0.409, 0.668, -0.650, 0.432, 0.584, 0.431, 0.453, 0.842, 0.370, -0.609, 0.450, -0.474, -0.687, -0.452, 0.405, -0.283, 0.477, -0.011, 0.431, 0.303, -0.900, 0.444, -0.506, 0.414, 0.132, 0.352, 0.501, -0.174, 0.308, 1.128, -1.069, 0.356, 0.015, -0.605, 0.464, -0.289, -0.424, -1.350, -0.931, 0.777, 0.429, -0.210, -0.482, 0.295, 1.025, -0.431, 0.512, 0.494, -0.172, -0.641, -0.926, 0.464, 0.352, -0.805, -0.671, 0.717, 0.367], "spin_multiplicity": 1, "total_charge": 3, "gap_ev": 6.98, "e_tot_ev": -207826.6151, "e_homo_ha": -0.5608, "de_lowest_kcal_mol": 0.0}

***

[2]
{"formula": "C13H30O8P3", "method": "ωB97M-V with the def2-TZVPD basis set", "elements": ["C", "C", "H", "H", "C", "H", "C", "H", "H", "O", "H", "H", "H", "O", "C", "H", "H", "P", "H", "C", "C", "H", "H", "H", "C", "H", "O", "H", "H", "H", "P", "H", "C", "H", "C", "H", "H", "O", "O", "H", "C", "O", "H", "H", "H", "C", "H", "H", "C", "H", "O", "O", "P", "H"], "positions_angstrom": [[-3.436, -3.720, 4.634], [6.181, 1.951, -2.722], [-2.391, -1.705, 0.443], [5.491, 0.376, -0.968], [-4.267, -0.575, 0.624], [3.762, 3.345, -3.571], [-3.652, -0.118, 2.858], [-1.810, -3.227, 5.968], [1.998, 1.919, -4.403], [0.363, -0.050, -2.778], [-1.782, -4.908, 5.427], [-4.539, -0.190, -0.358], [-2.881, -4.357, 7.865], [0.005, 0.440, -0.425], [4.494, 2.783, -6.137], [-4.119, -0.924, 3.436], [3.721, 4.812, -6.236], [2.887, -0.377, -0.974], [5.093, 4.619, -5.127], [2.396, 2.658, -5.098], [-4.463, -3.383, 6.709], [-5.640, 0.356, 2.081], [0.406, 0.583, 0.439], [4.745, 2.845, -7.199], [-4.596, 0.383, 1.771], [-4.346, 1.408, 1.490], [-2.500, -0.623, 2.189], [0.955, -0.635, -3.258], [4.499, 0.226, -3.230], [5.304, 2.282, -5.602], [4.745, 0.922, -2.020], [-3.341, 0.666, 3.551], [4.193, 4.142, -5.512], [-3.767, -5.431, 6.775], [-2.434, -4.087, 5.721], [-4.206, -2.449, 7.220], [-5.436, -3.717, 7.072], [1.393, 2.125, -1.786], [-4.558, -3.145, 5.308], [-3.766, -4.608, 4.083], [3.202, 3.751, -4.414], [6.546, 1.642, -3.873], [2.657, -1.542, -1.743], [-3.045, -2.994, 3.920], [2.579, 4.568, -4.053], [-3.362, -4.424, 6.890], [1.551, 3.078, -5.661], [-2.212, 0.044, 0.250], [-2.759, -0.737, 0.783], [-4.778, -1.528, 0.774], [3.289, 2.015, -6.009], [6.545, 2.803, -1.906], [1.125, 0.686, -1.568], [3.961, 2.024, -1.647]], "nbo_charge": [-0.072, 0.506, 0.182, 0.015, -0.430, 0.212, -0.069, 0.206, 0.190, -0.997, 0.217, 0.217, 0.214, -1.004, -0.089, 0.166, 0.182, -0.489, 0.224, -0.065, -0.065, 0.210, 0.504, 0.160, -0.430, 0.203, -0.546, 0.508, -0.001, 0.226, 0.538, 0.178, -0.430, 0.199, -0.430, 0.162, 0.179, -1.120, -0.540, 0.161, -0.424, -0.770, -0.020, 0.201, 0.212, -0.430, 0.148, 0.197, -0.075, 0.195, -0.555, -0.756, 2.050, 0.046], "spin_multiplicity": 1, "total_charge": -1, "gap_ev": 6.19, "e_tot_ev": -58215.0639, "e_homo_ha": -0.1457}

***

[3]
{"formula": "C24H16MnN4O2S5", "method": "ωB97M-V with the def2-TZVPD basis set", "elements": ["S", "C", "H", "C", "H", "O", "C", "C", "N", "C", "C", "S", "N", "C", "H", "H", "H", "C", "C", "H", "N", "C", "C", "C", "H", "H", "H", "C", "C", "H", "N", "H", "S", "C", "C", "C", "S", "C", "C", "H", "Mn", "C", "H", "C", "H", "C", "S", "C", "H", "H", "O", "C"], "positions_angstrom": [[1.897, -1.267, -5.067], [-2.367, -1.182, 4.959], [-3.545, 4.192, -1.855], [-2.333, 2.243, -0.402], [2.509, -2.096, 3.387], [-0.802, -3.280, 1.760], [4.810, -2.719, 2.194], [-2.203, 4.234, -3.525], [-1.599, 1.243, 0.092], [1.283, 1.413, 0.640], [-1.003, 3.707, -4.038], [1.557, -0.324, -2.269], [-1.993, 0.650, 1.216], [1.908, -0.443, 2.181], [0.616, 1.786, 1.418], [-1.236, -4.257, 4.093], [-2.433, 0.504, 3.633], [-1.419, -0.527, 1.394], [-1.308, -2.581, 2.788], [1.741, 2.209, 0.049], [5.540, -3.566, 2.488], [-1.907, 2.823, -1.598], [-0.518, -0.880, -3.998], [4.270, -0.825, 0.772], [-2.772, 4.958, -4.097], [5.203, -0.970, 0.241], [-0.642, 3.999, -5.012], [-1.654, -1.219, 2.653], [2.182, 0.395, 1.068], [-0.625, -2.608, 1.041], [-0.719, 2.329, -2.108], [-2.138, -3.013, 6.050], [-1.768, -0.552, -2.890], [-2.016, -2.518, 5.095], [-1.502, -3.213, 4.012], [0.667, -1.638, -6.242], [1.003, -2.132, -7.778], [-2.184, -0.541, 3.752], [3.420, 0.180, 0.410], [0.638, 2.385, -3.641], [-0.160, 0.461, -0.975], [2.751, -1.455, 2.547], [-2.783, -0.638, 5.799], [0.822, -0.807, -3.746], [3.684, 0.830, -0.412], [-0.306, 2.785, -3.281], [-0.946, -1.386, -5.642], [3.949, -1.681, 1.842], [-3.259, 2.518, 0.089], [0.998, -0.280, 2.742], [-0.672, -1.063, 0.472], [-2.636, 3.813, -2.301]], "nbo_charge": [0.443, -0.282, 0.195, -0.032, 0.212, -0.703, 0.320, -0.200, -0.428, -0.668, -0.357, -0.255, -0.400, -0.239, 0.215, 0.207, 0.231, 0.503, 0.419, 0.207, -0.410, 0.096, -0.392, -0.159, 0.191, 0.208, 0.200, -0.203, -0.005, 0.520, -0.569, 0.192, -0.281, -0.209, -0.315, -0.550, -0.221, -0.151, -0.177, 0.197, 1.227, -0.131, 0.192, -0.449, 0.208, 0.094, 0.446, -0.277, 0.186, 0.219, -0.828, -0.239], "spin_multiplicity": 6, "total_charge": -2, "gap_ev": [4.22, 5.85], "e_tot_ev": -120702.4776, "e_homo_ha": [-0.0123, -0.0567], "de_lowest_kcal_mol": 24.3}

***

[4]
{"formula": "C52H50N10O2PtS3", "method": "ωB97M-V with the def2-TZVPD basis set", "elements": ["H", "C", "C", "H", "C", "N", "H", "H", "C", "C", "H", "C", "C", "N", "H", "H", "C", "C", "H", "N", "H", "H", "C", "H", "C", "H", "H", "H", "H", "C", "C", "C", "C", "C", "C", "H", "H", "C", "C", "O", "H", "H", "S", "C", "S", "H", "H", "S", "C", "C", "C", "H", "C", "N", "N", "C", "N", "H", "C", "H", "C", "H", "C", "N", "C", "C", "C", "C", "H", "C", "C", "H", "C", "H", "C", "H", "C", "C", "H", "C", "H", "H", "H", "C", "H", "O", "C", "H", "H", "C", "C", "C", "N", "C", "H", "H", "N", "H", "H", "H", "H", "C", "H", "C", "H", "N", "C", "H", "H", "H", "C", "C", "Pt", "C", "C", "H", "H", "H"], "positions_angstrom": [[-3.069, 6.325, -0.905], [-1.050, 0.593, -3.696], [0.396, -2.810, 4.001], [3.281, -4.589, 2.629], [-2.458, -0.820, -5.307], [-1.123, 1.133, -1.401], [1.403, -0.488, 4.868], [0.960, -7.596, 4.619], [3.556, -1.023, -6.007], [2.412, -1.450, -5.348], [0.046, 3.458, 3.653], [-0.144, 1.521, 2.812], [2.227, -0.194, 2.906], [-2.422, 4.657, 2.489], [-2.802, 1.795, -3.997], [4.977, 1.857, 4.611], [3.112, -0.249, -3.373], [-0.510, -2.821, -5.075], [-3.407, -2.717, 3.311], [0.575, -0.442, -2.074], [-3.984, 7.821, -1.086], [3.869, -6.505, -2.315], [-1.272, 4.705, 0.660], [-0.976, -7.068, 3.180], [-4.883, 4.223, -1.660], [5.369, 0.111, -5.863], [-3.261, 8.559, 1.181], [-3.203, -0.040, -5.397], [-0.068, -4.259, 5.504], [0.054, -5.534, 2.102], [4.219, 1.118, 2.748], [4.208, 1.269, 4.129], [2.359, -5.141, 2.761], [2.193, -1.046, -4.041], [2.202, -0.056, 4.282], [-5.406, 7.291, 0.860], [1.467, -2.848, 4.149], [2.830, -4.076, -0.230], [-5.334, 3.907, -0.381], [-2.983, 1.372, 0.651], [-5.374, 4.988, -2.244], [3.733, -1.329, -7.028], [1.380, -3.587, 0.716], [5.036, -4.813, -1.695], [0.998, -1.106, 1.970], [-4.564, 5.793, 1.266], [1.870, -5.830, -1.013], [0.842, -1.781, -3.030], [3.965, -3.284, -0.185], [-4.696, 2.948, 0.374], [-3.809, 3.536, -2.183], [5.972, -3.059, -0.886], [-2.353, -1.778, -6.256], [-2.063, 3.473, 2.217], [-1.330, 3.457, 1.078], [-1.498, -1.913, 2.767], [0.108, -3.493, -0.091], [-0.377, 0.912, -4.501], [-3.265, 7.498, 0.917], [3.193, 0.264, 1.054], [-2.052, 6.908, 1.649], [-6.193, 4.425, 0.024], [3.208, 0.682, 4.891], [0.435, -0.269, 0.834], [-3.558, 2.247, -0.101], [2.244, -6.135, 3.718], [1.257, -4.863, 1.969], [1.044, -6.823, 3.867], [5.000, 1.576, 2.157], [-0.144, -1.967, 3.038], [-1.830, -3.560, 4.491], [3.204, 0.804, 5.965], [4.469, -0.208, -5.355], [1.699, -2.077, -5.863], [-1.629, -0.814, -4.063], [-0.771, -5.270, 1.453], [-2.344, -2.726, 3.507], [-0.423, 0.453, -2.335], [0.247, -3.593, -5.002], [-4.565, 6.872, 1.412], [-5.050, 2.686, 1.362], [-2.229, 7.891, -0.954], [2.929, 0.031, -2.346], [-0.047, -6.527, 3.063], [-1.381, -3.613, -6.880], [-0.469, 0.624, 3.542], [3.220, 0.387, 2.129], [5.903, -5.108, -2.268], [-1.131, 7.353, 1.271], [-1.421, -2.835, -6.132], [-2.092, 1.796, -2.039], [0.706, 2.686, 3.255], [1.949, -2.282, 1.461], [-3.139, 2.557, -1.439], [3.959, -2.399, 0.433], [4.947, 0.835, -3.541], [-2.020, 1.602, -3.397], [-1.866, -1.244, 1.998], [-2.497, -4.190, 5.064], [-2.289, -1.084, -3.217], [0.681, -0.582, -1.025], [-0.464, -3.602, 4.743], [1.361, 2.366, 4.065], [4.242, 0.189, -4.045], [-2.144, 7.116, 2.715], [-1.931, 5.464, 1.540], [-0.512, -1.803, -4.155], [-3.449, 3.774, -3.177], [-4.722, 7.077, 2.471], [3.088, -6.382, 4.346], [5.075, -3.660, -0.926], [3.888, -5.596, -1.730], [-0.680, 1.408, 0.891], [2.772, -5.229, -0.998], [-3.121, 7.372, -0.598], [-0.793, 5.058, -0.235], [-2.989, -1.743, -7.130], [1.290, 3.103, 2.436]], "mulliken_spin": [-0.003, 0.046, 0.000, 0.000, 0.330, -0.055, 0.001, 0.000, 0.002, -0.018, 0.001, 0.020, 0.036, 0.003, -0.011, 0.000, -0.001, -0.058, 0.000, 0.068, 0.000, 0.000, -0.034, 0.000, 0.197, 0.000, 0.000, 0.015, 0.000, 0.000, -0.008, -0.001, 0.000, 0.052, -0.005, -0.001, 0.000, 0.003, 0.009, 0.422, -0.004, 0.000, 0.001, 0.000, 0.010, 0.005, -0.001, 0.029, -0.003, 0.155, 0.062, 0.000, -0.104, 0.000, 0.035, -0.026, 0.009, 0.047, -0.004, 0.004, 0.000, 0.012, 0.002, 0.230, 0.222, 0.000, 0.000, 0.001, 0.000, 0.030, -0.001, 0.000, -0.004, 0.010, 0.017, 0.000, -0.001, 0.384, 0.000, -0.002, -0.012, 0.000, -0.006, 0.000, 0.012, -0.008, -0.012, 0.000, 0.000, 0.377, 0.247, -0.007, 0.001, 0.140, 0.000, 0.001, 0.114, 0.010, 0.000, 0.060, -0.026, 0.002, -0.002, 0.004, 0.000, 0.000, 0.297, 0.016, 0.000, 0.000, 0.000, 0.000, 0.660, 0.002, 0.011, -0.004, 0.000, 0.000], "spin_multiplicity": 5, "total_charge": 2, "gap_ev": [6.33, 3.29], "e_tot_ev": -109458.8294, "e_homo_ha": [-0.4027, -0.4117]}